# 1
Computed, not measured: a 6-piece molecular cluster, C34H55BClN2O20 overall, with ωB97M-V with the def2-TZVPD basis set.

ORCA input file:
```
! wB97M-V def2-TZVPD RIJCOSX def2/J DEFGRID3
* xyz 1 1
Cl -0.059 -0.391 -1.663
O -5.261 11.178 0.557
O -5.296 9.338 1.856
O 4.796 -1.103 2.273
O 0.028 -12.013 -5.620
O 1.181 1.116 4.571
O -4.553 -4.592 -0.923
O -3.500 4.643 1.083
O 1.409 -10.465 -6.511
O 4.744 2.115 -0.874
O -1.419 4.248 0.308
O 3.903 -5.617 -1.584
O 1.811 -11.259 -4.458
O -6.242 -4.322 0.512
O 4.092 -0.573 0.130
O 0.620 1.958 6.561
O -4.191 -3.557 1.048
O -1.837 6.021 1.635
O -3.718 9.589 0.260
O 6.049 -5.532 -2.213
O 4.842 -7.405 -2.589
N 3.465 3.917 -0.472
N 1.479 0.472 1.095
C -4.926 -4.106 0.287
C 6.816 -3.509 -1.108
C 3.030 1.224 2.980
C -0.686 2.643 4.725
C -2.183 4.912 0.946
C 0.513 -0.341 0.960
C -6.823 -4.727 -0.735
C -0.653 -0.215 0.039
C -3.579 10.505 -0.842
C -4.249 11.738 -0.291
C 0.657 -1.500 1.901
C 0.987 -11.319 -5.538
C -4.810 9.974 0.976
C 1.533 1.726 0.332
C 3.511 -9.716 -3.650
C 5.681 -4.199 -1.824
C -3.106 -0.602 -0.138
C 2.418 1.649 -0.948
C 2.963 -10.480 -4.830
C 4.470 -4.461 -0.963
C -2.129 10.696 -1.213
C 4.925 -6.296 -2.174
C -5.653 -5.371 -1.434
C -2.857 7.356 3.402
C 2.395 -9.610 -5.921
C 3.650 2.530 -0.774
C -5.714 -5.307 -2.940
C -1.764 -1.242 0.261
C 1.851 -1.121 2.807
C -3.058 6.650 2.086
C 1.956 1.975 3.735
C 2.494 0.098 2.084
C 0.416 1.882 5.432
C -3.992 5.471 2.149
B 3.843 -0.558 1.473
H 0.577 -2.508 1.513
H -5.513 -6.404 -1.105
H -3.914 4.911 3.085
H 3.905 -10.407 -2.904
H 4.724 -4.712 0.070
H -2.408 6.689 4.141
H -2.020 11.473 -1.970
H 3.139 -9.314 -6.658
H 2.666 0.640 -1.245
H -2.975 0.056 -0.999
H 4.520 -1.136 3.199
H -4.693 12.361 -1.063
H 3.685 4.072 0.509
H -1.847 -1.593 1.285
H -1.098 0.776 0.066
H -3.476 0.023 0.673
H -3.805 7.730 3.788
H 2.449 2.706 4.384
H 4.307 -9.047 -3.956
H -5.030 5.745 1.981
H -3.371 7.362 1.321
H -1.642 2.530 5.216
H 1.834 2.079 -1.764
H -2.175 8.198 3.282
H -0.738 2.301 3.691
H 2.727 -9.137 -3.163
H 6.498 -2.542 -0.716
H -1.648 -2.101 -0.392
H -7.650 -5.413 -0.572
H 3.762 -3.634 -0.967
H 2.469 4.125 -0.550
H -4.840 -5.791 -3.378
H 1.954 2.479 0.990
H 3.719 -11.165 -5.224
H -1.537 10.967 -0.337
H 3.764 0.843 3.681
H -4.136 10.097 -1.690
H -7.192 -3.836 -1.250
H 2.501 -2.000 2.749
H 3.575 1.953 2.376
H -0.215 -1.380 2.559
H -3.847 -1.355 -0.374
H 7.186 -4.123 -0.285
H -6.609 -5.804 -3.315
H 1.328 2.567 3.060
H 1.686 -1.040 3.875
H 1.893 -8.717 -5.538
H -5.710 -4.272 -3.285
H 5.010 -0.280 0.015
H 5.412 -3.646 -2.728
H -1.710 9.769 -1.605
H -0.381 3.688 4.688
H 0.551 2.100 0.066
H 7.654 -3.349 -1.786
H -3.583 12.349 0.324
*
```

As for the gap between HOMO and LUMO: 8.113 eV. The largest force on an atom is 0.077 hartree/bohr.

Here are the Mulliken charges for atoms 1 to 4, given in e: number 1, Cl, carries -0.16; number 2, O, carries -0.35; number 3, O, carries -0.49; number 4, O, carries -0.53

***

# 2
Computed, not measured: C25H34N2OSn as an isolated structure, with ωB97M-V with the def2-TZVPD basis set.

ORCA input file:
```
! wB97M-V def2-TZVPD RIJCOSX def2/J DEFGRID3
* xyz 2 1
Sn -2.024 0.109 -0.027
O 0.346 0.280 2.050
N 0.222 1.136 -0.954
N -0.366 -1.486 -0.352
C 2.725 1.902 -1.939
C -1.977 2.152 0.769
C -0.066 0.162 6.094
C 1.019 2.758 3.526
C 2.509 0.620 -1.443
C 0.615 1.415 4.123
C 1.235 0.239 -0.972
C 0.192 -1.039 4.002
C 0.288 1.355 5.469
C -0.096 -1.025 5.353
C 1.565 -3.003 3.239
C -0.168 3.719 3.485
C 0.193 -2.328 3.187
C 1.656 2.795 -1.946
C -2.537 -0.733 1.890
C 1.751 2.718 2.180
C 0.423 2.366 -1.444
C 1.945 -2.104 -0.398
C 0.940 -1.142 -0.548
C -2.442 0.476 -2.088
C 0.439 0.225 3.316
C -0.694 -2.784 -0.167
C -0.899 -3.311 3.618
C 0.270 -3.787 -0.087
C 1.617 -3.439 -0.186
H 3.704 2.183 -2.321
H -2.020 -0.197 2.696
H -0.990 -4.129 2.889
H -1.754 -3.029 -0.075
H 2.338 -2.304 2.898
H -3.008 1.414 -2.098
H -1.873 -2.812 3.700
H 2.404 -4.190 -0.110
H 1.744 3.809 -2.328
H 2.704 2.190 2.293
H 3.299 -0.124 -1.432
H -0.588 3.841 4.490
H -0.048 -4.818 0.048
H 1.951 3.744 1.845
H 0.334 2.276 6.056
H -0.345 -1.963 5.852
H -0.947 2.465 0.958
H 2.980 -1.781 -0.467
H 1.160 2.196 1.423
H -0.292 0.143 7.162
H 1.793 -3.303 4.272
H -0.650 -3.748 4.594
H 1.590 -3.893 2.600
H -2.450 2.790 0.010
H -3.623 -0.621 2.002
H 1.741 3.184 4.243
H -0.958 3.349 2.817
H 0.004 -2.030 2.146
H -2.555 2.162 1.701
H 0.158 4.702 3.126
H -1.560 0.562 -2.730
H -0.429 3.051 -1.438
H -2.294 -1.796 1.926
H -3.094 -0.337 -2.428
*
```

As for the gap between HOMO and LUMO: 4.496 eV. The largest force on an atom is 0.083 hartree/bohr.

Here are the Mulliken charges for atoms 1 to 4, given in e: number 1, Sn, carries 1.62; number 2, O, carries 0.08; number 3, N, carries 0.68; number 4, N, carries 0.00

***

# 3
Computed, not measured: a 2-piece molecular cluster, C4H13N2S overall, with ωB97M-V with the def2-TZVPD basis set.

ORCA input file:
```
! wB97M-V def2-TZVPD RIJCOSX def2/J DEFGRID3
* xyz 1 1
S 2.257 -2.483 -0.192
N -2.050 1.337 -0.021
N -1.762 0.994 2.262
C -1.605 1.207 -1.415
C -1.402 0.865 1.001
C 1.405 -1.596 -1.496
C 2.747 -1.093 0.844
H 0.447 -1.188 -1.168
H 3.245 -1.503 1.716
H -1.227 0.502 2.959
H 2.016 -0.799 -1.914
H -1.631 2.183 -1.881
H -2.660 1.374 2.521
H -2.952 1.774 0.129
H 3.432 -0.430 0.323
H -0.466 0.351 0.816
H -2.284 0.548 -1.950
H 1.879 -0.523 1.172
H 1.218 -2.307 -2.293
H -0.607 0.788 -1.414
*
```

As for the gap between HOMO and LUMO: 7.678 eV. The largest force on an atom is 0.010 hartree/bohr.

Here are the Mulliken charges for atoms 1 to 4, given in e: number 1, S, carries -0.03; number 2, N, carries -0.17; number 3, N, carries -0.30; number 4, C, carries -0.61

***

# 4
Computed, not measured: one molecule with the formula C3H7NO, with ωB97M-V with the def2-TZVPD basis set.

ORCA input file:
```
! wB97M-V def2-TZVPD RIJCOSX def2/J DEFGRID3
* xyz 0 1
O -1.381 1.508 0.323
N 0.567 0.504 -0.195
C -0.444 0.801 0.661
C 0.297 0.207 -1.564
C -0.286 -0.676 1.447
H -1.300 -0.831 1.744
H 0.018 -1.564 0.811
H 0.435 -0.645 2.265
H 0.839 0.925 -2.161
H -0.780 0.324 -1.727
H 0.596 -0.821 -1.832
H 1.440 0.269 0.229
*
```

As for the gap between HOMO and LUMO: 9.529 eV. The largest force on an atom is 0.072 hartree/bohr. The SMILES is CNC(C)=O.

Here are the Mulliken charges for atoms 1 to 4, given in e: number 1, O, carries -0.55; number 2, N, carries -0.25; number 3, C, carries 0.55; number 4, C, carries -0.79

***

# 5
Computed, not measured: one molecule with the formula C3H7NOS2, with ωB97M-V with the def2-TZVPD basis set.

ORCA input file:
```
! wB97M-V def2-TZVPD RIJCOSX def2/J DEFGRID3
* xyz 0 1
S 1.286 0.143 -2.286
S -0.339 1.542 -2.439
O -0.524 -1.472 2.483
N 0.066 1.294 0.521
C 0.672 -0.882 -0.708
C -0.649 -0.743 1.524
C 0.493 -0.143 0.672
H -0.804 1.539 0.066
H 0.005 1.750 1.402
H -0.298 -1.225 -0.926
H -1.303 0.795 -1.726
H -1.532 -0.516 0.836
H 1.410 -1.659 -0.528
H 1.518 -0.424 1.109
*
```

As for the gap between HOMO and LUMO: 8.540 eV. The largest force on an atom is 0.059 hartree/bohr. The SMILES is N[C@@H](C=O)CSS.

Here are the Mulliken charges for atoms 1 to 4, given in e: number 1, S, carries -0.01; number 2, S, carries -0.19; number 3, O, carries -0.47; number 4, N, carries -0.55

***

# 6
Computed, not measured: C41H36N4O4S3Tl as an isolated structure, with ωB97M-V with the def2-TZVPD basis set.

ORCA input file:
```
! wB97M-V def2-TZVPD RIJCOSX def2/J DEFGRID3
* xyz -1 1
Tl -0.787 1.872 -0.499
S -5.222 2.697 0.854
S 4.681 -2.086 -0.933
S -0.694 3.841 -2.074
O -0.305 0.066 -1.636
O 1.445 -0.546 -4.156
O 1.522 -6.357 2.588
O 1.299 2.106 0.412
N 3.601 -0.728 4.745
N -3.223 1.797 -2.399
N -0.181 0.113 1.540
N 3.773 -1.893 5.051
C -0.535 6.365 -1.294
C 2.633 -3.977 5.184
C 2.031 6.200 -0.214
C 3.304 -3.206 3.037
C -5.500 1.334 -1.917
C 0.290 -0.218 -4.399
C 0.634 -1.327 3.739
C -2.872 2.454 1.872
C -4.718 1.287 -4.179
C -3.912 2.115 -0.108
C 2.730 -4.280 2.409
C -0.952 -0.811 2.054
C -0.604 -1.517 3.222
C 3.361 1.118 3.296
C 1.394 7.387 -0.211
C -5.776 1.108 -3.249
C 2.080 -5.114 4.576
C -1.742 -1.565 -4.574
C 2.791 -0.106 3.711
C -2.738 2.070 0.547
C 1.433 5.055 -0.693
C 1.533 -0.437 3.096
C -4.128 2.846 2.177
C 1.746 1.481 1.451
C -4.204 1.726 -1.506
C 0.153 5.165 -1.321
C -0.910 -0.818 -3.752
C 3.230 -2.984 4.431
C -1.134 -0.658 -2.357
C 1.041 0.339 2.029
C 3.443 -3.298 -1.346
C -2.307 -1.252 -1.906
C -3.468 1.637 -3.724
C -2.882 -2.136 -4.079
C 0.569 -7.110 3.291
C 3.676 -0.584 -1.001
C 0.089 7.433 -0.727
C -0.076 0.777 -5.481
C 2.884 1.856 2.242
C -3.152 -1.995 -2.737
C 2.107 -5.253 3.192
H -0.309 -6.460 3.547
H -4.033 -2.507 -2.376
H -0.461 1.640 -4.982
H -6.347 1.352 -1.193
H 4.236 1.520 3.792
H 3.842 -2.455 2.451
H -2.627 1.783 -4.395
H 1.928 4.049 -0.618
H -6.758 0.766 -3.590
H 2.570 -3.234 -0.721
H 3.667 -0.269 -2.034
H -2.519 -1.204 -0.886
H 3.459 2.683 1.871
H -1.510 6.447 -1.691
H 0.934 -1.819 4.630
H 1.018 -7.580 4.156
H -4.921 1.058 -5.206
H -0.501 8.346 -0.730
H -1.395 -2.138 3.690
H -0.821 0.287 -6.046
H -1.477 -1.681 -5.611
H 2.678 -3.952 6.251
H 3.796 -4.324 -1.321
H 0.754 1.078 -6.147
H 2.724 -4.465 1.347
H -2.091 2.548 2.626
H -4.441 3.223 3.151
H 0.240 -7.876 2.615
H 1.725 -5.943 5.157
H 4.121 0.196 -0.388
H 2.656 -0.699 -0.678
H -1.976 -0.967 1.644
H 3.007 6.066 0.234
H 1.835 8.255 0.253
H 3.138 -3.161 -2.372
H -3.596 -2.551 -4.708
*
```

As for the gap between HOMO and LUMO: 7.067 eV. The largest force on an atom is 0.059 hartree/bohr.

Here are the Mulliken charges for atoms 1 to 4, given in e: number 1, Tl, carries 1.34; number 2, S, carries -0.25; number 3, S, carries -0.18; number 4, S, carries -0.42

***

# 7
Computed, not measured: one molecule with the formula C9H12N2O3S, with ωB97M-V with the def2-TZVPD basis set.

ORCA input file:
```
! wB97M-V def2-TZVPD RIJCOSX def2/J DEFGRID3
* xyz 0 1
S -1.262 1.025 1.603
O 3.988 -0.654 0.037
O 3.114 2.034 0.670
O 2.879 -2.484 -0.281
N 0.673 3.197 -1.096
N 1.300 0.511 0.497
C 1.703 -0.771 0.679
C -1.822 -0.709 1.252
C 1.966 1.734 0.527
C 0.010 1.089 0.317
C -0.820 -1.899 -0.872
C 0.565 -1.530 1.240
C 2.871 -1.349 0.065
C 0.666 2.513 0.200
C -0.737 -1.306 0.496
H -1.068 -2.922 -0.731
H -0.283 3.543 -1.313
H 0.137 -1.933 -1.298
H 0.458 3.252 1.022
H 0.872 -2.541 1.050
H 0.496 -1.431 2.391
H 0.859 2.466 -1.834
H 3.890 0.317 0.320
H -1.876 -1.228 2.191
H -2.757 -0.790 0.689
H -0.538 0.526 -0.652
H -1.576 -1.389 -1.449
*
```

As for the gap between HOMO and LUMO (alpha / beta): 8.042 / 6.651 eV. The largest force on an atom is 0.074 hartree/bohr.

Here are the Mulliken charges for atoms 1 to 4, given in e: number 1, S, carries -0.16; number 2, O, carries -0.56; number 3, O, carries -0.69; number 4, O, carries -0.57

***

# 8
Computed, not measured: a 5-piece molecular cluster, C37H35BrF7N5O2PS overall, with ωB97M-V with the def2-TZVPD basis set.

ORCA input file:
```
! wB97M-V def2-TZVPD RIJCOSX def2/J DEFGRID3
* xyz 1 1
Br -0.569 -1.042 3.633
S -3.905 1.373 2.025
P -1.144 1.183 3.289
F -6.734 1.451 -4.541
F 7.538 0.651 4.241
F -3.363 -1.564 -0.166
F -11.011 1.364 2.990
F -2.525 -1.056 -2.464
F -4.521 -2.335 -2.110
F 9.134 -2.840 0.260
O 0.071 2.209 4.084
O -5.896 0.068 -0.749
N 4.075 2.704 -0.697
N -2.457 1.417 0.993
N -1.157 1.349 1.546
N -1.079 1.503 -0.862
N 1.129 1.377 0.535
C -3.891 1.584 -1.509
C 8.795 -4.599 -2.894
C -9.290 1.317 4.602
C 3.637 0.086 3.829
C -9.704 1.296 3.274
C 8.479 -0.075 0.302
C -7.421 1.140 2.533
C 4.218 1.542 4.360
C 8.782 -3.774 -0.633
C -8.194 -1.556 -5.948
C -3.735 -1.178 -1.568
C -7.074 -0.308 -7.695
C 3.668 2.887 3.555
C 7.675 -5.847 -1.147
C 8.051 -5.708 -2.484
C -6.712 0.667 -6.765
C -4.701 0.148 -1.654
C 6.822 0.234 2.033
C 9.498 0.103 1.240
C 7.844 0.415 2.959
C 8.047 -4.878 -0.216
C 1.860 1.391 -0.828
C 9.157 -3.624 -1.964
C -7.087 0.517 -5.434
C -0.215 1.408 0.412
C -8.782 1.205 2.237
C 2.614 2.808 2.261
C 2.595 0.028 2.534
C 9.179 0.354 2.574
C -2.572 1.520 -0.538
C -7.929 1.241 4.898
C -7.818 -1.417 -7.285
C 3.491 1.431 -0.700
C -7.822 -0.587 -5.017
C -6.996 1.156 3.863
C 2.026 1.334 1.725
C 7.141 -0.007 0.697
H -4.803 2.373 1.536
H 1.592 0.331 -1.307
H -6.141 1.540 -7.067
H 7.765 -6.466 -3.210
H 9.958 0.504 3.314
H 3.933 -0.942 4.327
H -8.104 -2.175 -8.011
H -5.162 0.148 -2.755
H 4.161 0.459 -0.599
H -10.029 1.392 5.393
H 9.727 -2.752 -2.266
H 1.400 2.186 -1.569
H -5.934 1.102 4.094
H 5.788 0.282 2.359
H 2.331 3.830 1.765
H -6.345 -0.834 -0.888
H 3.278 3.400 -0.814
H 7.771 -4.975 0.829
H -7.596 1.250 5.933
H 7.092 -6.709 -0.831
H 4.105 3.922 3.957
H -4.695 2.357 -1.089
H 9.090 -4.495 -3.935
H -6.692 1.078 1.729
H 6.349 -0.142 -0.036
H -8.776 -2.418 -5.632
H 4.987 1.583 5.259
H 8.727 -0.267 -0.739
H -3.663 1.952 -2.614
H -8.098 -0.683 -3.972
H 10.539 0.045 0.931
H -9.130 1.185 1.210
H -6.779 -0.204 -8.736
H 2.229 -1.043 2.161
H -0.095 3.116 3.653
*
```

As for the gap between HOMO and LUMO: 6.431 eV. The largest force on an atom is 0.167 hartree/bohr.

Here are the Mulliken charges for atoms 1 to 4, given in e: number 1, Br, carries -0.16; number 2, S, carries -0.17; number 3, P, carries 0.25; number 4, F, carries -0.33

***

# 9
Computed, not measured: a 3-piece molecular cluster, C6H14NO3 overall, with ωB97M-V with the def2-TZVPD basis set.

ORCA input file:
```
! wB97M-V def2-TZVPD RIJCOSX def2/J DEFGRID3
* xyz 1 1
O -2.670 1.567 -0.086
O -0.088 -3.061 -2.463
O -0.790 0.501 -1.676
N 1.685 0.294 1.817
C -0.003 1.964 1.285
C -0.482 -0.497 0.941
C 0.373 0.683 1.327
C -0.088 -0.480 -1.561
C 2.762 1.018 1.704
C 0.053 -1.249 -0.277
H 0.526 2.787 1.617
H -0.549 -2.185 -0.421
H 1.106 -1.545 -0.131
H -0.606 -1.205 1.774
H -0.914 -3.433 -2.846
H 0.507 -0.854 -2.452
H -0.967 2.276 0.978
H -1.541 -0.164 0.709
H -3.464 1.894 -0.543
H 2.731 1.899 1.166
H -2.001 1.205 -0.721
H 0.601 -3.527 -2.929
H 3.735 0.694 2.046
H 1.724 -0.603 2.317
*
```

As for the gap between HOMO and LUMO: 7.924 eV. The largest force on an atom is 0.057 hartree/bohr.

Here are the Mulliken charges for atoms 1 to 4, given in e: number 1, O, carries -0.70; number 2, O, carries -0.58; number 3, O, carries -0.58; number 4, N, carries 0.02

***

# 10
Computed, not measured: C2H9OS as an isolated structure, with ωB97M-V with the def2-TZVPD basis set.

ORCA input file:
```
! wB97M-V def2-TZVPD RIJCOSX def2/J DEFGRID3
* xyz 0 2
S -0.568 1.817 -1.539
O -1.328 -1.295 -1.315
C 0.759 1.535 -0.649
C 0.834 1.117 0.736
H -1.615 -2.114 -0.773
H 0.444 0.094 1.018
H -1.016 -1.634 -2.175
H 1.641 1.570 -1.156
H -0.304 -2.548 2.169
H 0.451 -2.260 2.207
H 0.351 1.693 1.413
H 1.914 1.006 1.026
H -1.563 1.019 -0.962
*
```

As for the gap between HOMO and LUMO (alpha / beta): 7.211 / 10.265 eV. The largest force on an atom is 0.082 hartree/bohr.

Here are the Mulliken charges for atoms 1 to 4, given in e: number 1, S, carries -0.28; number 2, O, carries -0.58; number 3, C, carries -0.20; number 4, C, carries -0.91

***

# 11
Computed, not measured: one molecule with the formula C3HClO, with ωB97M-V with the def2-TZVPD basis set.

ORCA input file:
```
! wB97M-V def2-TZVPD RIJCOSX def2/J DEFGRID3
* xyz 0 1
Cl 1.405 0.991 -1.494
O -0.604 -2.031 0.231
C 0.458 0.076 -0.479
C -0.229 -0.932 0.198
C -0.339 0.464 0.627
H -0.692 1.433 0.916
*
```

As for the gap between HOMO and LUMO: 10.396 eV. The largest force on an atom is 0.091 hartree/bohr. The SMILES is O=c1cc1Cl.

Here are the Mulliken charges for atoms 1 to 4, given in e: number 1, Cl, carries -0.15; number 2, O, carries -0.48; number 3, C, carries 0.01; number 4, C, carries 0.52